[1]
69
Properties=species:S:1:pos:R:3:nbo_charge:R:1 method="wB97M-V/def2-TZVPD" e_tot_ha=-1554.8985 gap_ev=7.3 max_force_ha_per_bohr=0.155 total_charge=+1 e_homo_ev=-11.53
C -3.9782 -2.1272 -1.1073 -0.96
P -2.1149 -1.6243 -1.2209 1.04
O -2.0983 0.0770 -1.7321 -0.94
C -1.2249 -2.5355 -2.6555 0.15
N -1.8897 -3.2395 -3.8178 -0.55
C -0.6882 -3.7417 -4.6203 -0.05
C 0.7027 -3.2645 -3.8779 -0.03
N 0.3134 -2.4981 -2.5995 -0.37
C 1.2368 -1.8879 -1.5661 -0.07
N 1.8803 -0.5810 -1.9740 -0.86
H -4.5761 -1.4101 -1.8171 0.26
H -4.3007 -1.9876 0.0128 0.30
H -4.0978 -3.2171 -1.5168 0.24
H -1.9510 0.0266 -2.7418 0.50
H -2.9243 -3.3434 -4.0251 0.49
H -0.8369 -4.3326 -5.6199 0.28
H 1.8202 -3.4379 -4.2192 0.29
H 2.1105 -2.6619 -1.3310 0.24
H 0.6993 -1.7110 -0.5160 0.25
H 1.9362 0.0656 -1.1512 0.39
H 1.4220 -0.1392 -2.8009 0.38
C 0.0674 2.4583 -4.4721 -0.63
C -0.4955 1.6784 -5.6496 0.09
C -0.9877 2.6091 -6.7463 -0.63
O -1.5751 0.8623 -5.2028 -0.75
H -0.6997 3.1000 -4.0244 0.21
H 0.4065 1.7759 -3.6854 0.19
H 0.9105 3.0845 -4.7802 0.23
H 0.2751 1.0113 -6.0513 0.18
H -1.7923 3.2562 -6.3793 0.20
H -1.4014 2.0343 -7.5819 0.22
H -0.1764 3.2398 -7.1226 0.22
H -2.2641 1.4463 -4.8444 0.47
C -1.3595 1.7194 3.4618 -0.63
C -1.9247 0.3916 2.9828 0.09
C -0.8358 -0.4977 2.4042 -0.63
O -2.9165 0.6320 1.9880 -0.73
H -0.9033 2.2729 2.6335 0.19
H -2.1564 2.3539 3.8644 0.22
H -0.6043 1.5693 4.2397 0.23
H -2.4149 -0.1221 3.8170 0.18
H -0.3609 -0.0228 1.5383 0.19
H -1.2590 -1.4446 2.0523 0.21
H -0.0649 -0.7142 3.1502 0.22
H -2.4902 1.0879 1.2434 0.46
C 4.8675 -5.6479 0.2062 -0.63
C 4.3399 -4.2222 0.2332 0.10
C 5.2307 -3.3174 1.0693 -0.63
O 3.0212 -4.2168 0.7736 -0.74
H 4.8966 -6.0742 1.2152 0.21
H 4.2098 -6.2903 -0.3890 0.22
H 5.8751 -5.6879 -0.2192 0.22
H 4.2767 -3.8337 -0.7892 0.16
H 5.2727 -3.6610 2.1090 0.21
H 4.8321 -2.2974 1.0899 0.21
H 6.2492 -3.2876 0.6699 0.22
H 3.0676 -4.5603 1.6813 0.47
C -0.7442 5.8086 7.5096 -0.63
C -0.5373 5.0604 6.2023 0.09
C -1.6497 5.3599 5.2103 -0.63
O -0.4996 3.6593 6.4609 -0.72
H -1.6848 5.5112 7.9867 0.20
H 0.0572 5.5739 8.2183 0.22
H -0.7620 6.8907 7.3465 0.21
H 0.4287 5.3394 5.7674 0.18
H -2.6224 5.0466 5.6058 0.20
H -1.4943 4.8050 4.2787 0.21
H -1.6947 6.4284 4.9783 0.21
H -1.3534 3.4026 6.8472 0.46

=====

[2]
70
Properties=species:S:1:pos:R:3:nbo_charge:R:1 method="wB97M-V/def2-TZVPD" e_tot_ha=-1239.4716 gap_ev=8.3 max_force_ha_per_bohr=0.004 e_homo_ev=-7.79 smiles=CCC[C@H](C)N(CCOC)CB(O)O.COC[C@@H](C)N.COC[C@@H](C)N
C -2.1326 -1.0095 1.2081 -0.61
C -1.5771 -0.2739 2.4350 -0.42
C -1.0028 1.1262 2.1472 -0.40
C 0.3655 1.4014 2.7732 -0.03
C 0.5813 2.9091 2.9302 -0.60
N 1.4951 0.8345 2.0180 -0.46
C 1.2246 -0.2588 1.0963 -0.25
C 2.4686 -0.8111 0.4200 -0.07
O 3.2897 0.1729 -0.1838 -0.55
C 2.7089 0.8314 -1.2898 -0.26
C 2.6648 0.6323 2.8733 -0.60
B 2.6629 -0.6002 3.8672 1.08
O 3.7125 -0.8602 4.7156 -0.90
O 1.5988 -1.4578 3.9141 -0.90
H -1.7213 -0.6047 0.2807 0.20
H -3.2186 -0.9231 1.1394 0.20
H -1.8949 -2.0742 1.2277 0.21
H -0.8073 -0.8798 2.9145 0.21
H -2.3787 -0.1674 3.1679 0.21
H -0.9684 1.3206 1.0714 0.20
H -1.6876 1.8720 2.5538 0.21
H 0.3452 0.9531 3.7814 0.17
H 1.4529 3.1400 3.5433 0.20
H 0.7349 3.3626 1.9495 0.21
H -0.2823 3.3775 3.4057 0.20
H 0.5600 0.1137 0.3131 0.19
H 0.7232 -1.1223 1.5556 0.19
H 3.1135 -1.3347 1.1261 0.19
H 2.1454 -1.5517 -0.3227 0.18
H 3.4337 0.8450 -2.1077 0.18
H 2.4464 1.8619 -1.0374 0.19
H 1.8012 0.3252 -1.6347 0.17
H 3.5585 0.5857 2.2402 0.24
H 2.8117 1.5416 3.4648 0.23
H 4.4692 -0.2858 4.5903 0.49
H 1.7496 -2.1869 4.5248 0.50
C -4.9119 2.9660 2.6824 -0.25
O -4.7170 1.6663 2.1653 -0.55
C -5.8377 1.0673 1.5442 -0.07
C -6.0191 1.4414 0.0691 -0.08
C -6.5285 2.8605 -0.1541 -0.61
N -4.8034 1.2400 -0.7190 -0.83
H -5.9261 3.0867 3.0781 0.17
H -4.7369 3.7426 1.9336 0.17
H -4.1993 3.1017 3.4955 0.19
H -5.6580 -0.0093 1.6022 0.18
H -6.7482 1.2883 2.1177 0.16
H -6.7722 0.7481 -0.3218 0.19
H -5.7340 3.5904 0.0053 0.20
H -6.8720 2.9737 -1.1814 0.22
H -7.3538 3.0998 0.5188 0.20
H -4.5280 0.2638 -0.6953 0.35
H -4.0425 1.7492 -0.2785 0.36
C 4.9731 -2.5372 -6.4304 -0.25
O 4.4673 -1.5773 -5.5261 -0.55
C 3.0913 -1.6908 -5.2166 -0.07
C 2.7735 -2.6447 -4.0598 -0.08
C 2.9167 -4.1202 -4.4138 -0.61
N 3.5580 -2.3626 -2.8572 -0.83
H 4.2362 -2.7771 -7.2048 0.17
H 5.2657 -3.4655 -5.9335 0.17
H 5.8524 -2.1037 -6.9048 0.19
H 2.7749 -0.6850 -4.9288 0.18
H 2.5277 -1.9781 -6.1147 0.16
H 1.7229 -2.4600 -3.8070 0.18
H 3.9672 -4.4111 -4.4552 0.20
H 2.4403 -4.7329 -3.6496 0.22
H 2.4598 -4.3472 -5.3786 0.20
H 3.3729 -1.4146 -2.5458 0.35
H 4.5428 -2.3735 -3.1076 0.36

=====

[3]
81
Properties=species:S:1:pos:R:3:lowdin_charge:R:1 method="wB97M-V/def2-TZVPD" e_tot_ha=-3540.7758 gap_ev=4.9 max_force_ha_per_bohr=0.168 total_charge=-1 e_homo_ev=-3.91
N 2.3375 0.7476 -1.4735 -0.31
P 1.8804 0.1991 -0.0353 0.65
C 0.4116 1.0426 0.7533 -0.48
C 0.6774 2.5523 1.1896 -0.33
C 2.1943 3.0300 1.2133 -0.29
C 2.5423 3.6756 -0.2066 -0.59
Cl 4.3311 3.6579 -0.6160 0.44
S -0.8234 1.1771 -0.6310 0.70
O -0.7787 -0.1467 -1.3638 -0.42
O -0.4687 2.2424 -1.6459 -0.38
C -2.5709 1.3565 -0.0013 -0.53
F -2.8140 0.4240 1.0013 0.06
F -2.9032 2.6200 0.4694 0.07
F -3.4703 1.0377 -1.0376 0.04
H 3.3207 1.0395 -1.3669 -0.08
H 1.5198 -1.1921 -0.1825 -0.01
H 2.9444 0.2293 0.9171 -0.02
H 0.2887 2.6586 2.2637 0.09
H 0.0961 3.3310 0.5907 0.09
H 2.9442 2.2706 1.5775 0.07
H 2.2451 3.8974 1.9610 0.10
H 1.8849 3.2715 -1.0483 0.06
H 2.2548 4.7804 -0.1235 0.07
O -7.5066 -3.0804 -3.6067 -0.31
P -7.9874 -1.6522 -3.3067 0.75
N -6.7732 -1.3894 -2.1141 -0.32
C -6.9167 -0.8042 -0.7940 -0.13
C -5.4039 -1.2815 -2.6217 -0.13
N -9.4494 -2.1813 -2.5426 -0.33
C -9.8905 -1.8135 -1.2093 -0.15
C -9.8972 -3.5450 -2.8104 -0.15
N -8.5711 0.0137 -3.1153 -0.27
C -9.7587 0.2578 -3.9801 -0.14
C -7.6150 1.0741 -3.4979 -0.13
H -7.2912 0.2259 -0.8046 0.07
H -5.9649 -0.7807 -0.2569 0.08
H -7.5668 -1.4026 -0.1585 0.05
H -5.2431 -0.3481 -3.1728 0.06
H -5.1759 -2.1046 -3.3040 0.07
H -4.6578 -1.3301 -1.8267 0.08
H -9.4213 -2.4373 -0.4412 0.08
H -10.9752 -1.9487 -1.1174 0.07
H -9.7158 -0.7628 -0.9784 0.07
H -9.3185 -4.2815 -2.2402 0.08
H -9.8142 -3.7844 -3.8730 0.07
H -10.9546 -3.6754 -2.5573 0.07
H -9.5103 0.1233 -5.0384 0.08
H -10.1413 1.2720 -3.8357 0.08
H -10.5864 -0.4109 -3.7470 0.07
H -7.2080 0.9083 -4.4998 0.09
H -6.7852 1.1565 -2.7971 0.07
H -8.0965 2.0553 -3.4768 0.08
O 5.4291 0.5151 2.3947 -0.31
P 6.7556 -0.1110 2.8510 0.75
N 7.7035 1.0327 1.9750 -0.32
C 8.8568 0.7889 1.1301 -0.13
C 7.6727 2.4008 2.4903 -0.14
N 6.5441 -1.5398 1.8995 -0.33
C 7.4890 -2.0611 0.9280 -0.15
C 5.1936 -1.8440 1.4327 -0.15
N 8.2238 -0.8548 3.5189 -0.28
C 7.8787 -2.0293 4.3666 -0.14
C 9.0330 0.0091 4.4023 -0.14
H 9.6984 0.3201 1.6539 0.07
H 9.2416 1.7149 0.6941 0.08
H 8.6001 0.1758 0.2689 0.06
H 8.2109 2.4956 3.4418 0.06
H 6.6438 2.7257 2.6655 0.07
H 8.1046 3.1195 1.7909 0.08
H 7.3891 -1.5619 -0.0415 0.08
H 7.3106 -3.1300 0.7609 0.08
H 8.5242 -1.9961 1.2640 0.07
H 4.9101 -1.2162 0.5800 0.07
H 4.4609 -1.7001 2.2302 0.07
H 5.0983 -2.8912 1.1288 0.08
H 7.2528 -1.7329 5.2153 0.08
H 8.7834 -2.5105 4.7489 0.08
H 7.3417 -2.7976 3.8122 0.07
H 8.4247 0.4642 5.1899 0.09
H 9.5397 0.8029 3.8546 0.06
H 9.8375 -0.5631 4.8722 0.08

=====

[4]
76
Properties=species:S:1:pos:R:3:lowdin_charge:R:1 method="wB97M-V/def2-TZVPD" e_tot_ha=-7060.3546 e_above_lowest_kj_mol=58.6 gap_ev=8.7 max_force_ha_per_bohr=0.075 e_homo_ev=-8.48 smiles="CN(C)P(=O)(N(C)C)N(C)C.CN(C)P(=O)(N(C)C)N(C)C.CC(C)=O.BrCCBr"
C -2.7893 0.2378 -0.3221 -0.11
N -2.3782 -0.7713 -1.2924 -0.31
C -1.9295 -0.1090 -2.5775 -0.06
P -3.4751 -2.0032 -1.5250 0.50
O -4.7737 -1.5849 -2.1678 -0.31
N -2.7398 -3.0947 -2.5268 -0.28
C -3.3244 -3.3491 -3.8598 -0.12
C -1.4396 -3.8640 -2.3183 -0.07
N -3.6922 -2.7261 -0.0409 -0.30
C -2.5529 -3.0341 0.7658 -0.18
C -4.7181 -3.7615 0.1129 -0.12
H -2.7123 -0.0997 0.7470 0.09
H -3.7946 0.5706 -0.5989 0.09
H -2.0974 1.0805 -0.4358 0.05
H -1.1601 0.5648 -2.2752 0.05
H -2.7893 0.4699 -2.9977 0.10
H -1.5008 -0.8193 -3.2578 0.07
H -4.2323 -2.7958 -3.9936 0.05
H -2.6201 -3.0167 -4.6221 0.07
H -3.5431 -4.4453 -4.0117 0.10
H -0.5762 -3.1865 -2.4076 0.06
H -1.3117 -4.4526 -1.4106 0.03
H -1.4228 -4.5892 -3.1892 0.09
H -2.3637 -4.1619 0.7405 0.09
H -1.7529 -2.4151 0.3108 0.04
H -2.5827 -2.6966 1.8724 0.10
H -5.2297 -3.7362 1.1177 0.10
H -4.4548 -4.8271 -0.0826 0.09
H -5.5697 -3.4984 -0.5012 0.06
C 3.4022 4.2481 1.7782 -0.19
N 3.3724 3.0805 1.0376 -0.30
C 3.2175 1.8778 1.9179 -0.07
P 2.8800 3.2967 -0.5528 0.50
O 3.6125 4.3419 -1.2891 -0.27
N 2.8740 1.7653 -1.2287 -0.29
C 4.1737 1.1783 -1.5090 -0.13
C 2.1649 1.6705 -2.4545 -0.14
N 1.2636 3.5928 -0.5438 -0.32
C 0.3897 2.7053 0.2342 -0.09
C 0.6819 4.8633 -0.7619 -0.13
H 3.5378 5.1357 1.0958 0.10
H 4.2393 4.2672 2.5221 0.10
H 2.5864 4.3970 2.4475 0.06
H 2.5367 2.1312 2.7822 0.09
H 4.1742 1.6175 2.3801 0.08
H 2.8787 1.1242 1.2256 0.03
H 4.0140 0.1414 -1.6828 -0.02
H 4.6108 1.6499 -2.3626 0.08
H 4.8123 1.3195 -0.6362 0.09
H 2.5615 2.2398 -3.2957 0.10
H 2.2529 0.6538 -2.8120 0.08
H 1.1832 2.0252 -2.4360 0.05
H 0.8075 1.7449 0.4419 0.05
H 0.1442 3.2995 1.1388 0.09
H -0.5586 2.5346 -0.2543 0.06
H 1.1936 5.6803 -1.2651 0.08
H 0.4424 5.3049 0.2250 0.09
H -0.1479 4.7242 -1.4595 0.09
C 1.1187 -0.4019 4.4484 -0.03
C -0.0774 0.2268 3.7623 -0.49
C -1.2478 0.4648 4.6836 -0.02
O -0.0602 0.6196 2.5922 0.03
H 0.7012 -1.1070 5.2565 0.11
H 1.6971 0.3677 4.9780 0.09
H 1.7570 -0.9515 3.7708 0.07
H -1.9240 1.1564 4.1256 0.10
H -0.7982 0.9112 5.6054 0.10
H -1.6905 -0.4458 4.9494 0.06
Br 3.2304 -2.3098 -1.5159 0.65
C 2.5410 -1.7890 0.2494 -0.66
C 1.0931 -2.2226 0.4121 -0.67
Br 0.9888 -4.1967 0.6733 0.60
H 2.7576 -0.7046 0.2794 0.03
H 3.1301 -2.3797 1.0260 0.07
H 0.4985 -1.9196 -0.5228 0.06
H 0.5104 -1.8151 1.2904 0.05